Record 1
ORCA calculation (the ωB97M-V functional and the def2-TZVPD basis) on a cluster of 22 separate species, C38H62Br2Cl42F3N5O3 in total.

## Properties
Calculated total energy (eV): -728184.436
LUMO level (eV): -0.13
HOMO level (eV): -8.96
Net charge: 0

Each line ends with the Löwdin charge.
CARTESIAN COORDINATES (ANGSTROEM)
C 1.699 -0.187 0.138  -0.11
Cl -10.815 -1.060 2.010  0.47
Cl -5.202 1.377 1.380  0.51
C -6.510 5.403 -8.261  -1.04
Cl -17.974 0.128 3.067  0.50
H 4.135 5.343 1.376  0.08
H 3.451 -3.256 1.640  0.10
H 10.960 1.118 1.453  -0.04
H 0.829 -1.980 -1.689  0.10
C 11.228 0.411 2.228  -1.03
Cl -13.278 -2.419 0.360  0.48
Cl 3.437 -9.663 5.431  0.51
C 0.238 0.174 -4.259  -0.94
H -3.278 0.882 -2.929  0.00
H -1.401 -7.101 2.515  0.03
H -5.942 4.606 -7.797  -0.04
C -7.412 4.319 -3.335  -1.01
Cl -0.842 -4.904 1.891  0.59
C 1.565 -3.641 0.047  -0.03
C 4.340 2.206 1.093  -0.31
Cl -5.520 -1.442 3.918  0.51
C 5.340 -0.364 -6.694  -1.02
Cl 15.814 1.594 3.199  0.48
H 1.895 4.474 0.890  0.12
Cl 8.652 2.035 -0.020  0.57
O 3.450 -2.537 2.281  0.06
H 7.642 0.558 1.693  -0.01
H 2.388 -3.618 -0.659  0.07
Cl -3.258 1.342 -5.882  0.54
Cl 12.898 0.716 2.722  0.48
C -5.312 4.425 3.704  -1.04
C -14.557 -2.954 -0.733  -1.00
C 3.981 -0.290 1.745  -0.10
Cl 7.504 7.836 7.946  0.50
H 1.001 -4.552 0.159  -0.01
O 1.797 2.764 -1.145  0.06
C -3.517 -0.174 -2.865  -1.04
C -4.674 0.893 -6.835  -1.00
C -6.520 0.868 0.318  -1.07
H 5.045 -0.908 3.497  0.12
H -6.947 -0.057 0.707  -0.10
Cl -6.091 3.176 -3.080  0.49
H -7.130 5.006 -4.125  0.00
C 6.427 -1.016 1.767  -0.63
H 4.055 4.491 2.797  -0.02
Cl -15.823 -1.729 -0.904  0.54
Cl 0.001 -5.190 -5.410  0.51
H 6.541 9.865 7.250  0.03
C 2.669 3.958 1.455  -0.22
H -9.873 0.912 -2.600  -0.01
C 0.507 -0.037 -0.792  -0.12
Br -0.234 1.931 -3.626  0.90
H -0.612 -1.121 -2.234  0.09
H 10.578 0.534 3.088  0.03
H -6.924 -3.259 3.424  0.03
H 6.047 -2.695 2.879  0.07
C 8.776 3.671 0.649  -0.98
H 5.787 -1.546 -0.154  0.08
H -11.988 -0.460 3.957  0.03
C 6.233 9.067 7.915  -1.00
H 5.458 5.899 6.289  -0.02
F -0.824 -0.572 -4.570  0.05
C 5.884 5.642 5.328  -1.03
C -6.866 -2.229 3.090  -0.99
H 5.517 0.673 2.814  0.10
Cl 4.607 -6.448 -5.215  0.55
C 5.246 -0.353 2.584  -0.03
Cl 3.635 -0.050 -6.367  0.52
H -5.869 4.088 4.571  0.03
C 3.164 -1.372 1.614  -0.21
H 8.460 4.378 -0.109  0.03
H -0.382 -0.258 -0.193  0.11
H 6.096 9.450 8.919  0.02
N 7.674 -0.356 2.143  0.07
Cl -12.012 0.306 -1.831  0.51
H -16.383 -1.509 2.494  0.02
Cl 7.642 5.713 5.450  0.49
H 17.235 -0.164 2.559  0.02
Cl 10.431 4.054 1.134  0.53
C 2.516 0.888 0.328  -0.06
Cl -5.960 2.100 -6.692  0.53
Cl 5.325 4.025 4.873  0.55
Cl 0.871 -8.931 4.233  0.52
Cl -5.738 6.109 3.375  0.50
H 17.855 0.721 3.971  0.02
H 0.254 -2.551 1.260  0.08
F 1.413 -1.802 -3.943  -0.03
H 6.158 -4.966 -6.182  0.03
C 1.143 -0.633 -3.291  -0.77
N 6.187 -0.755 0.334  0.11
C 2.200 -10.097 4.249  -1.01
C -0.478 -6.536 2.464  -1.03
Cl -6.661 -2.222 1.331  0.56
Cl -7.784 2.098 0.203  0.48
Cl -5.186 -0.413 -3.403  0.52
H 2.651 -10.118 3.264  0.03
H 5.557 6.347 4.573  0.03
H -0.025 -6.465 3.446  -0.01
H 7.033 -0.467 -0.133  0.05
H 1.802 -11.072 4.502  0.03
Cl -9.398 -0.503 -0.786  0.49
O 5.462 2.493 1.456  0.10
Cl -9.743 -0.155 4.583  0.53
H -6.120 0.698 -0.677  -0.02
Cl 11.019 -1.229 1.595  0.52
H -17.459 -1.117 1.138  -0.04
Cl -7.493 6.195 -7.021  0.51
N 3.394 3.076 0.498  0.03
H -11.129 -2.005 4.142  0.03
H -2.858 -0.744 -3.507  0.00
H -5.566 3.825 2.838  -0.03
Cl 1.575 -5.487 -2.961  0.53
C -10.314 -0.001 -2.212  -0.99
Cl 0.641 -7.370 1.380  0.49
H -10.260 -0.788 -2.955  0.03
H -14.126 -3.146 -1.709  0.03
Cl 4.685 8.427 7.347  0.53
C 0.446 -1.013 -1.987  -0.14
H -15.002 -3.859 -0.336  0.03
Cl 4.087 -3.975 -6.699  0.55
C 1.204 -2.574 0.741  -0.12
Cl -3.584 4.238 4.036  0.49
Br 2.858 0.256 -3.080  0.89
H -5.053 -0.055 -6.472  0.01
H 5.259 -5.889 -7.407  0.03
H 2.161 3.387 2.240  0.14
H 1.728 -3.815 -4.606  -0.01
C 1.555 -4.879 -4.624  -1.06
Cl -18.396 -2.725 2.575  0.50
C 5.185 -5.344 -6.473  -0.97
H -7.780 -1.702 3.333  -0.03
Cl 16.306 -0.940 4.574  0.50
H 6.075 -2.979 1.293  0.06
H -7.168 5.000 -9.021  0.03
H 5.822 0.567 -6.968  0.03
C 3.642 0.868 1.114  -0.03
Cl -8.908 3.498 -3.807  0.51
N 3.515 4.954 2.075  0.03
H 0.431 1.008 -1.068  0.06
Cl -3.303 -0.699 -1.191  0.55
Cl 6.164 -1.034 -5.277  0.49
H 8.130 3.737 1.517  0.02
H 8.408 -0.886 1.678  0.01
C 2.033 -1.342 0.826  -0.09
N 6.520 -2.442 2.023  0.10
H -7.588 4.858 -2.411  0.03
F 0.895 0.358 -5.412  -0.02
H 2.338 -5.370 -5.184  -0.09
H -4.382 0.808 -7.875  0.03
Cl -5.387 6.535 -9.023  0.51
C -11.066 -0.993 3.759  -1.00
C -17.407 -1.307 2.202  -1.06
C 2.443 2.289 -0.239  -0.35
C 16.974 0.297 3.505  -1.02
H 5.415 -1.078 -7.507  0.01


Record 2
ORCA calculation (the ωB97M-V functional and the def2-TZVPD basis) on a cluster of 2 separate species, C7H15BrSi in total.

## Properties
Calculated total energy (eV): -85414.715
LUMO level (alpha / beta) (eV): -0.71 / -0.64
HOMO level (alpha / beta) (eV): -7.65 / -7.72
Energy above the lowest of the compared OMol25 structures with the same formula, charge and spin (kJ/mol): 658.6
Net charge: 0

Each line ends with the Löwdin charge.
CARTESIAN COORDINATES (ANGSTROEM)
Br 3.067 0.325 -0.127  0.58
H -1.021 1.974 2.318  0.08
Si 0.316 -1.294 -0.013  0.40
H -0.052 -1.999 -2.300  0.02
H -1.351 3.470 1.654  0.06
H -0.691 3.502 -1.177  0.08
H 0.969 2.844 -1.360  0.10
H 1.861 -3.169 0.941  0.01
C 1.182 -3.117 0.107  -0.18
H -0.928 -2.314 1.742  0.02
C -1.227 2.448 1.347  -0.16
C 0.160 3.208 -0.555  -0.16
H -2.219 2.142 0.864  0.13
H 0.464 -3.917 0.085  0.01
H 1.702 -3.379 -0.803  0.01
H -1.692 -0.905 1.164  -0.01
H -1.868 -2.331 0.506  0.01
H 0.500 4.214 -0.141  0.10
C -0.236 2.108 0.342  -0.08
C 0.163 -1.013 -1.908  -0.19
H 1.141 -0.459 -2.244  0.04
C 1.562 -0.149 0.851  -0.65
C -1.173 -1.738 0.929  -0.18
H -0.629 -0.452 -2.223  -0.04


Record 3
ORCA calculation (the ωB97M-V functional and the def2-TZVPD basis) on a cluster of 3 separate species, C17H17IO10 in total.

## Properties
Calculated total energy (eV): -46468.235
SMILES: O=C1O[C@H](I)[C@@H](CC(=O)c2ccccc2)O1.O=C1OCCO1.O=C1OCCO1
LUMO level (eV): -0.99
HOMO level (eV): -9.00
Net charge: 0

Each line ends with the Löwdin charge.
CARTESIAN COORDINATES (ANGSTROEM)
C -1.340 1.702 -0.748  0.01
C 0.595 3.737 -0.516  -0.22
H -1.091 -2.740 1.426  0.14
H 1.292 4.689 1.512  0.13
C 2.884 0.744 1.393  -0.26
C -1.037 3.146 1.770  -0.01
H -2.275 -3.652 2.395  0.14
H -3.086 0.005 -0.682  0.09
H 3.385 2.672 -1.243  0.14
H 2.416 -3.174 -1.282  0.14
O -3.853 -3.664 0.082  0.07
I 5.901 2.325 0.169  0.81
C -2.121 -3.106 1.458  -0.13
H -1.020 1.515 -1.880  0.11
O -1.034 -4.166 -2.706  0.13
H -1.935 -3.599 -0.640  0.10
H 3.680 3.779 1.488  0.13
O 0.397 -2.875 -1.474  0.05
H -0.546 3.972 2.447  0.09
H -3.835 0.377 2.057  0.10
C 3.696 2.287 -0.166  -0.57
C -0.007 -3.516 -2.610  -0.51
O 0.889 -3.335 -3.624  0.07
O 2.896 -0.461 1.969  0.03
O -5.160 -1.850 0.567  0.12
H 2.291 5.198 -0.002  0.14
O 3.437 0.825 0.031  -0.15
C 2.846 3.112 0.968  -0.27
O 2.373 2.046 1.896  0.00
H 1.899 -1.470 -1.217  0.13
H -2.502 2.436 3.580  0.08
C -2.223 2.217 2.460  -0.05
C -2.473 -3.923 0.257  -0.13
C -2.548 0.809 -0.013  -0.03
H 1.492 -1.376 -3.571  0.14
O -3.038 -2.030 1.401  0.02
C 1.809 -2.351 -3.189  -0.14
C -2.974 1.042 1.566  -0.03
H 2.814 -2.569 -3.561  0.14
C 1.767 4.272 0.500  -0.06
O 0.646 3.989 -1.846  -0.07
C -0.630 2.847 0.192  -0.09
C -4.110 -2.461 0.673  -0.53
C 1.723 -2.436 -1.699  -0.13
H -2.295 -4.990 0.413  0.14


Record 4
ORCA calculation (the ωB97M-V functional and the def2-TZVPD basis) on a cluster of 2 separate species, C5H14 in total.

## Properties
Calculated total energy (eV): -5398.853
LUMO level (alpha / beta) (eV): -3.49 / -11.72
HOMO level (alpha / beta) (eV): -14.30 / -14.30
Spin multiplicity: 2
Energy above the lowest of the compared OMol25 structures with the same formula, charge and spin (kJ/mol): 217.3
Net charge: +1

Each line ends with the Mulliken spin population.
CARTESIAN COORDINATES (ANGSTROEM)
H -1.170 0.121 0.160  0.00
C 0.149 -2.358 -0.635  0.00
C 0.382 2.224 -0.692  0.17
H 0.976 1.343 1.214  0.05
H -0.682 -2.632 1.173  0.00
H -0.605 -2.974 -1.053  0.00
H 0.276 -1.584 -1.378  0.00
C -1.503 -0.910 0.267  0.01
H 0.990 3.083 1.311  0.14
H 2.323 2.520 0.447  0.12
C 1.201 2.238 0.643  0.22
H -2.179 -0.853 1.181  0.00
H -1.937 -1.059 -0.671  0.00
C -0.347 -1.874 0.653  0.00
H 0.103 3.355 -0.939  0.17
H 1.122 -2.818 -0.499  0.00
H 0.560 -1.313 1.128  0.00
H -0.618 1.592 -0.722  0.02
H 0.959 1.901 -1.585  0.10


Please write out number 2 again, unchanged.
ORCA calculation (the ωB97M-V functional and the def2-TZVPD basis) on a cluster of 2 separate species, C7H15BrSi in total.

## Properties
Calculated total energy (eV): -85414.715
LUMO level (alpha / beta) (eV): -0.71 / -0.64
HOMO level (alpha / beta) (eV): -7.65 / -7.72
Energy above the lowest of the compared OMol25 structures with the same formula, charge and spin (kJ/mol): 658.6
Net charge: 0

Each line ends with the Löwdin charge.
CARTESIAN COORDINATES (ANGSTROEM)
Br 3.067 0.325 -0.127  0.58
H -1.021 1.974 2.318  0.08
Si 0.316 -1.294 -0.013  0.40
H -0.052 -1.999 -2.300  0.02
H -1.351 3.470 1.654  0.06
H -0.691 3.502 -1.177  0.08
H 0.969 2.844 -1.360  0.10
H 1.861 -3.169 0.941  0.01
C 1.182 -3.117 0.107  -0.18
H -0.928 -2.314 1.742  0.02
C -1.227 2.448 1.347  -0.16
C 0.160 3.208 -0.555  -0.16
H -2.219 2.142 0.864  0.13
H 0.464 -3.917 0.085  0.01
H 1.702 -3.379 -0.803  0.01
H -1.692 -0.905 1.164  -0.01
H -1.868 -2.331 0.506  0.01
H 0.500 4.214 -0.141  0.10
C -0.236 2.108 0.342  -0.08
C 0.163 -1.013 -1.908  -0.19
H 1.141 -0.459 -2.244  0.04
C 1.562 -0.149 0.851  -0.65
C -1.173 -1.738 0.929  -0.18
H -0.629 -0.452 -2.223  -0.04


What is the calculated total energy in the third record? -46468.235 eV